Version P
The following is a quantum chemistry calculation of C4H4FN in the gas phase, from the OMol25 dataset.

Last column: Löwdin charge in e.
Positions of all 10 atoms, in Å:
1 F -0.032 1.715 0.198  0.07
2 N 2.726 0.383 0.237  0.16
3 C 1.664 -0.012 -0.085  -0.17
4 C 0.320 -0.434 -0.399  -0.22
5 C -0.777 -0.511 0.616  -0.03
6 C -0.674 0.684 -0.264  -0.33
7 H 0.131 -1.023 -1.281  0.14
8 H -0.400 -0.482 1.623  0.12
9 H -1.593 -1.194 0.459  0.11
10 H -1.364 0.875 -1.105  0.16

The charge is 0. The SMILES is N#C[C@H]1C[C@H]1F. The frontier orbital gap comes out at 11.50 eV.


Version Q
The following is a quantum chemistry calculation of C4H4FN in the gas phase, from the OMol25 dataset.

Last column: Löwdin charge in e.
Positions of all 10 atoms, in Å:
1 F 2.280 -1.436 -1.517  -0.12
2 N 1.374 -0.375 -1.501  0.06
3 C -0.926 0.672 1.343  0.06
4 C 0.809 -0.350 -0.359  -0.13
5 C -0.187 0.711 -0.039  -0.23
6 C -1.478 0.080 0.327  -0.03
7 H -0.139 1.439 -0.801  0.10
8 H -2.025 -0.770 -0.052  0.11
9 H 1.138 -1.051 0.283  0.09
10 H -0.846 1.081 2.317  0.08

The charge is 0. The SMILES is F/N=C/C1C=C1. The frontier orbital gap comes out at 10.58 eV.


Quick one: most stable of them? version P


Version P
The following is a quantum chemistry calculation of a molecular structure, H2NO3S, from the OMol25 dataset.

Last column: Löwdin charge in e.
Positions of all 7 atoms, in Å:
1 S -0.190 0.400 -1.159  0.72
2 O -0.038 -1.113 -1.061  -0.57
3 O 0.432 -0.511 1.516  -0.32
4 O 0.793 1.126 -1.987  -0.57
5 N -0.288 0.678 1.174  -0.23
6 H 0.531 -0.867 0.562  0.00
7 H -1.240 0.287 0.955  -0.02

The charge is -1. The frontier orbital gap (spin up / spin down) comes out at 7.45 / 7.45 eV.


Version Q
The following is a quantum chemistry calculation of 2 unconnected molecules or ions with the total composition H2NO3S, from the OMol25 dataset.

Last column: Löwdin charge in e.
Positions of all 7 atoms, in Å:
1 S 1.613 0.307 -0.209  0.65
2 O -1.710 0.198 -0.444  -0.13
3 O 0.712 1.465 0.008  -0.57
4 O 0.739 -1.113 -0.358  -0.54
5 N 1.558 -0.828 0.914  -0.39
6 H -2.128 0.149 0.409  0.00
7 H -0.783 -0.177 -0.320  -0.02

The charge is -1. The frontier orbital gap comes out at 7.32 eV.


Quick one: most stable of them? version P


Version P
The following is a quantum chemistry calculation of a molecular structure, C55H41AsClN7O11PS2Zr, from the OMol25 dataset.

Last column: Löwdin charge in e.
Positions of all 120 atoms, in Å:
1 Zr 1.061 -0.346 -0.692  1.38
2 As -1.430 1.667 -1.097  1.27
3 Cl 2.946 1.233 -0.246  0.25
4 S 0.304 -3.012 -0.379  0.77
5 S -0.810 -0.548 1.235  0.68
6 P 1.712 0.629 2.472  1.02
7 O 2.469 -5.128 -3.077  0.07
8 O 2.446 -1.270 -1.885  -0.24
9 O 3.306 -3.751 -7.493  0.07
10 O -0.061 -2.507 -3.288  0.00
11 O 3.456 -1.668 -7.997  0.07
12 O 2.589 -3.742 -1.432  -0.02
13 O 0.044 1.373 -0.432  -0.71
14 O 2.562 1.646 -4.667  0.07
15 O 1.892 1.067 -2.703  -0.12
16 O 2.050 -1.899 1.807  -0.19
17 O -0.041 -0.454 -2.440  -0.32
18 N 3.272 -2.570 -7.199  -0.37
19 N 2.573 -3.999 -2.623  -0.33
20 N -3.507 -6.973 2.411  0.15
21 N -2.228 -1.056 -1.396  0.17
22 N 2.903 -1.692 0.707  -0.08
23 N -4.635 -3.808 4.676  0.15
24 N 2.344 0.785 -3.822  -0.27
25 C 1.039 2.746 4.319  -0.10
26 C 4.384 -0.287 2.119  -0.23
27 C -2.391 -2.175 -1.593  -0.21
28 C -3.175 1.423 1.186  -0.15
29 C 6.226 0.306 3.564  -0.08
30 C 1.269 -1.816 5.780  -0.08
31 C -2.141 1.342 -5.313  -0.09
32 C -4.234 0.695 -0.840  -0.12
33 C 1.868 4.713 2.553  -0.10
34 C -0.904 -3.239 0.857  -0.64
35 C -1.388 -2.127 1.599  -0.60
36 C 2.591 -0.565 -4.147  -0.06
37 C -1.086 2.103 -5.784  -0.08
38 C -3.002 -5.948 2.287  -0.20
39 C -0.169 -1.301 -3.374  -0.52
40 C -0.263 -0.046 4.326  -0.17
41 C 1.067 -0.246 3.963  -0.37
42 C -0.216 2.715 -4.894  -0.07
43 C -2.949 5.612 -1.018  -0.09
44 C -3.119 1.185 -0.180  -0.33
45 C -4.310 1.079 1.902  -0.08
46 C -3.263 -3.673 -3.296  -0.08
47 C -2.342 -2.314 2.593  -0.04
48 C -3.835 -3.729 3.854  -0.20
49 C -0.813 -0.709 5.406  -0.09
50 C -0.416 2.559 -3.533  -0.10
51 C 3.511 0.476 2.904  -0.30
52 C -5.399 0.520 1.251  -0.08
53 C -1.450 1.758 -3.056  -0.28
54 C 2.568 -1.564 -3.103  -0.25
55 C 5.361 1.056 4.344  -0.07
56 C 0.971 4.081 4.678  -0.09
57 C -2.725 4.284 -1.334  -0.09
58 C 1.526 2.375 3.068  -0.34
59 C -5.369 0.351 -0.122  -0.08
60 C -1.676 3.592 -0.732  -0.28
61 C -1.111 5.560 0.528  -0.07
62 C -2.862 -3.577 2.852  -0.20
63 C -0.876 4.233 0.204  -0.07
64 C 3.945 -0.989 0.908  -0.23
65 C 4.023 1.143 4.012  -0.07
66 C 2.711 -2.925 -3.558  -0.06
67 C 1.939 3.378 2.192  -0.13
68 C -2.416 -4.684 2.092  -0.20
69 C 5.737 -0.351 2.454  -0.03
70 C -2.318 1.151 -3.950  -0.10
71 C 1.382 5.070 3.801  -0.10
72 C 2.912 -3.232 -4.884  0.11
73 C 3.010 -2.222 -5.841  -0.14
74 C -2.144 6.247 -0.086  -0.09
75 C -1.435 -4.500 1.123  -0.06
76 C -0.047 -1.594 6.146  -0.09
77 C 2.826 -0.894 -5.476  0.11
78 C -2.662 -3.552 -1.891  -0.22
79 C 1.820 -1.160 4.692  -0.08
80 H 1.423 -2.583 1.462  0.02
81 H -2.830 0.890 -6.014  0.10
82 H 0.249 3.035 -2.815  0.12
83 H 4.625 -0.967 0.063  0.12
84 H 2.852 -0.107 -6.218  0.13
85 H 6.401 -0.937 1.836  0.11
86 H -4.087 -2.972 -3.432  0.07
87 H 7.273 0.243 3.821  0.10
88 H -0.471 -2.108 6.998  0.10
89 H -4.214 0.557 -1.911  0.08
90 H 2.845 -1.363 4.414  0.10
91 H -1.074 -5.347 0.560  0.12
92 H -1.848 -0.542 5.670  0.10
93 H 3.362 1.737 4.629  0.10
94 H -4.351 1.242 2.969  0.11
95 H 0.724 1.993 5.029  0.09
96 H -3.634 -4.683 -3.457  0.07
97 H -0.063 3.683 0.667  0.08
98 H -0.489 6.052 1.262  0.09
99 H -3.106 0.494 -3.609  0.09
100 H -3.359 3.766 -2.052  0.11
101 H -3.344 -3.946 -1.129  0.13
102 H -6.224 -0.064 -0.638  0.10
103 H -2.680 -1.464 3.166  0.10
104 H 0.628 3.284 -5.260  0.11
105 H -0.404 -0.845 -4.380  0.16
106 H -6.271 0.213 1.813  0.10
107 H 2.336 3.097 1.227  0.03
108 H 5.733 1.588 5.207  0.10
109 H -0.870 0.640 3.751  0.08
110 H -2.315 1.862 1.682  0.09
111 H 1.333 6.111 4.094  0.10
112 H 1.876 -2.514 6.339  0.10
113 H -3.753 6.151 -1.498  0.10
114 H -2.494 -3.465 -4.036  0.07
115 H -1.716 -4.099 -1.845  0.09
116 H -0.933 2.212 -6.848  0.10
117 H 2.201 5.476 1.861  0.10
118 H 2.991 -4.265 -5.188  0.13
119 H -2.325 7.283 0.161  0.10
120 H 0.607 4.346 5.662  0.10

The charge is -1. The frontier orbital gap comes out at 5.50 eV.


Version Q
The following is a quantum chemistry calculation of a molecular structure, C55H41AsClN7O11PS2Zr, from the OMol25 dataset.

Last column: Löwdin charge in e.
Positions of all 120 atoms, in Å:
1 Zr 0.253 -0.556 -0.569  1.45
2 As -1.465 -2.882 0.589  1.29
3 Cl 2.500 -1.352 -0.330  0.26
4 S 0.965 -0.243 2.856  0.70
5 S 4.045 0.786 1.488  1.00
6 P -1.090 2.135 -1.737  1.16
7 O 0.338 -2.439 -1.790  -0.16
8 O 2.748 0.384 -5.676  0.06
9 O 5.747 4.129 -1.821  0.06
10 O 0.869 0.367 -2.205  -0.31
11 O -0.447 -1.657 0.911  -0.67
12 O -0.388 2.674 2.012  -0.04
13 O 0.795 1.049 0.286  -0.50
14 O 1.606 -0.825 -4.311  0.08
15 O 2.732 1.810 1.199  -0.42
16 O -1.418 -1.161 -1.844  -0.19
17 O 5.744 3.706 -3.927  0.06
18 N 1.964 1.683 0.059  -0.24
19 N 7.177 -2.862 5.106  0.15
20 N 3.708 -3.907 6.818  0.15
21 N 5.342 3.509 -2.791  -0.36
22 N 2.345 0.123 -4.549  -0.33
23 N -0.859 3.058 0.792  -0.06
24 N -1.973 0.374 0.317  0.16
25 C -3.385 -4.767 3.895  -0.09
26 C -5.745 -2.061 -1.284  -0.08
27 C 2.580 -1.702 4.426  -0.07
28 C 6.196 -2.406 4.712  -0.21
29 C -1.815 3.890 0.801  -0.14
30 C 0.841 -4.505 0.152  -0.09
31 C -4.069 5.721 -1.509  -0.09
32 C -4.007 1.518 1.427  -0.18
33 C -2.042 -3.457 2.391  -0.27
34 C -4.794 -2.691 -2.072  -0.07
35 C 4.318 2.540 -2.598  -0.16
36 C 3.771 -2.237 4.882  -0.20
37 C 3.763 -3.153 5.952  -0.20
38 C 1.899 4.824 -2.359  -0.07
39 C -1.349 0.687 -4.210  -0.11
40 C 1.531 -5.668 -0.133  -0.05
41 C 2.771 0.946 -3.477  -0.07
42 C -4.191 -2.010 0.539  -0.11
43 C -2.071 -0.071 -5.117  -0.08
44 C 4.928 -0.944 3.213  -0.08
45 C -2.754 -4.173 4.977  -0.09
46 C -4.039 0.186 -3.782  -0.09
47 C -1.228 -5.592 -0.462  -0.10
48 C -3.320 0.957 -2.888  -0.11
49 C -3.534 -2.962 -1.564  -0.09
50 C 2.036 0.916 -2.263  -0.29
51 C -1.968 1.238 -3.093  -0.37
52 C -5.082 1.934 0.420  -0.07
53 C 2.604 1.635 -1.152  -0.21
54 C 3.734 2.415 -1.335  0.05
55 C 0.139 3.451 -3.996  -0.08
56 C -3.014 3.956 -2.737  -0.09
57 C -3.418 -0.321 -4.912  -0.10
58 C -2.472 4.268 -0.429  -0.23
59 C -3.037 -4.409 2.604  -0.11
60 C 4.986 -1.863 4.259  -0.21
61 C 0.846 -6.792 -0.569  -0.08
62 C 1.994 4.957 -3.735  -0.08
63 C -3.896 5.017 -2.690  -0.07
64 C 3.732 -0.409 2.765  -0.52
65 C 0.085 3.256 -2.622  -0.31
66 C -1.399 -2.876 3.478  -0.08
67 C -2.887 0.861 0.811  -0.16
68 C -0.634 -1.968 -2.393  -0.53
69 C 3.868 1.784 -3.666  0.09
70 C 2.504 -0.797 3.349  -0.68
71 C -3.226 -2.616 -0.256  -0.27
72 C 0.966 3.964 -1.808  -0.09
73 C 1.107 4.273 -4.548  -0.08
74 C -0.532 -6.758 -0.728  -0.09
75 C -3.355 5.348 -0.391  -0.05
76 C -2.303 3.540 -1.616  -0.26
77 C -5.445 -1.728 0.028  -0.08
78 C -0.536 -4.470 -0.030  -0.28
79 C -1.761 -3.231 4.768  -0.07
80 H -0.573 2.968 -4.648  0.09
81 H -2.785 -3.432 -2.188  0.11
82 H 2.604 -5.695 -0.014  0.11
83 H -5.917 2.382 0.955  0.08
84 H 1.168 4.371 -5.623  0.10
85 H -3.467 5.895 0.535  0.11
86 H 4.342 1.837 -4.633  0.13
87 H 1.660 -1.985 4.919  0.10
88 H 2.564 5.374 -1.710  0.11
89 H -2.191 4.317 1.737  0.13
90 H -3.035 -4.447 5.985  0.10
91 H -0.623 -2.129 3.302  0.02
92 H -4.157 -5.507 4.051  0.10
93 H -0.832 -2.285 -3.436  0.16
94 H -4.449 5.294 -3.575  0.10
95 H 2.747 5.597 -4.173  0.10
96 H -1.273 -2.770 5.612  0.11
97 H -4.689 2.668 -0.281  0.06
98 H -6.190 -1.263 0.657  0.11
99 H -4.753 6.554 -1.463  0.10
100 H 0.909 3.829 -0.738  0.10
101 H -5.030 -2.969 -3.089  0.11
102 H -0.288 0.816 -4.358  0.09
103 H -6.720 -1.832 -1.690  0.11
104 H 1.366 -3.612 0.489  0.06
105 H 0.281 1.976 1.809  0.01
106 H -3.542 -4.855 1.751  0.10
107 H -3.978 -0.921 -5.618  0.10
108 H -4.432 0.850 2.179  0.12
109 H -5.449 1.074 -0.136  0.06
110 H -1.065 -7.638 -1.062  0.10
111 H 4.134 2.996 -0.519  0.13
112 H -3.804 1.343 -2.001  0.08
113 H 5.843 -0.627 2.734  0.11
114 H 1.388 -7.698 -0.793  0.10
115 H -3.936 -1.777 1.569  0.11
116 H -5.088 -0.016 -3.597  0.10
117 H -1.570 -0.467 -5.990  0.11
118 H -2.308 -5.537 -0.580  0.10
119 H -3.617 2.402 1.938  0.11
120 H -2.894 3.421 -3.665  0.10

The charge is -1. The frontier orbital gap comes out at 5.89 eV.


Quick one: most stable of them? version P